{
  "formula": "C17H55N14O8P2",
  "method": "the ωB97M-V functional and the def2-TZVPD basis",
  "elements": ["H", "C", "H", "H", "H", "H", "C", "C", "H", "H", "H", "O", "O", "H", "H", "H", "H", "H", "H", "H", "H", "N", "C", "C", "H", "N", "H", "H", "H", "H", "N", "C", "H", "H", "H", "H", "N", "C", "O", "C", "P", "O", "H", "N", "H", "N", "C", "H", "H", "C", "N", "N", "H", "H", "H", "C", "H", "H", "H", "H", "N", "N", "N", "H", "C", "O", "H", "H", "O", "H", "O", "H", "H", "C", "H", "H", "N", "H", "H", "N", "H", "C", "H", "H", "H", "H", "O", "C", "H", "H", "H", "C", "C", "H", "N", "P"],
  "coordinates": [[0.672, 0.012, -0.023], [-5.729, -7.409, -2.451], [-7.940, -3.648, 4.957], [3.832, 3.247, -0.362], [0.928, 4.866, 2.299], [-4.949, -4.645, 1.475], [1.812, -5.387, 1.560], [0.591, -3.274, 0.820], [6.213, 10.337, -3.021], [-5.018, -5.929, -3.640], [-7.996, -4.823, 3.693], [2.537, 9.599, -7.494], [-2.914, -3.848, 0.255], [-1.934, -5.764, -0.993], [-3.110, -6.931, -0.503], [2.648, 7.641, -5.974], [2.665, -0.044, 1.719], [-0.293, -3.035, 0.234], [-6.535, -1.766, 4.711], [1.699, -6.444, 1.311], [3.398, -5.809, 2.967], [3.182, 7.536, -6.817], [5.229, 11.556, -4.412], [1.848, 1.628, 2.804], [4.438, 7.559, -9.020], [-5.824, -6.498, -3.459], [0.815, 3.136, 1.152], [2.594, -4.277, 3.256], [3.206, 7.014, -2.502], [-7.700, -8.056, -2.741], [3.912, 8.390, -8.833], [3.617, 5.757, 1.956], [1.864, 3.818, 3.838], [-5.590, -1.611, 3.271], [-4.836, -6.282, 0.909], [1.441, -3.346, 0.144], [-7.638, -3.958, 4.053], [-3.348, -4.989, 0.241], [5.539, 7.528, -3.227], [0.011, -0.940, 1.779], [1.316, 3.447, 2.500], [5.111, 12.684, -4.868], [1.147, 1.194, 3.522], [-4.796, -8.930, 4.736], [-0.100, 1.101, 1.120], [-6.851, -8.155, -2.219], [-6.739, -3.281, 3.286], [6.660, 12.012, -3.041], [-4.950, -9.296, 5.656], [0.595, 0.267, 1.038], [6.041, 5.547, -2.247], [-6.261, -2.123, 3.816], [3.577, 5.485, -1.767], [1.765, -5.787, 3.669], [-0.037, -4.639, 2.425], [5.169, 6.528, -2.619], [3.763, 5.976, 3.011], [2.745, 6.307, 1.592], [1.976, -1.934, 1.764], [0.806, -2.611, 2.854], [-5.378, -7.450, 3.062], [-4.470, -5.351, 0.928], [6.106, 11.260, -3.404], [5.763, 4.731, -1.734], [1.947, 0.760, 1.546], [3.226, 3.913, -0.010], [7.006, 5.674, -2.486], [-6.651, -6.361, -4.009], [-6.372, -3.685, 2.190], [4.608, 9.564, -4.480], [-4.708, -7.541, -1.797], [-5.962, -6.702, 2.732], [-0.875, -1.250, 1.224], [3.166, 8.576, -7.701], [-0.354, -0.662, 2.766], [3.696, 6.688, -6.962], [4.508, 10.492, -4.858], [2.380, 1.384, 0.759], [2.836, 1.657, 3.263], [3.879, 6.309, -2.264], [0.010, 3.195, 3.128], [0.452, -4.670, 1.452], [2.493, -4.975, 0.817], [-4.648, -7.797, 2.471], [3.845, 10.651, -5.599], [-4.050, -9.303, 4.180], [-6.520, -7.484, 5.018], [-5.624, -7.925, 4.317], [4.490, 6.112, 1.412], [-0.174, -5.289, 0.809], [3.925, 9.139, -9.499], [0.920, -2.175, 1.861], [2.431, -5.309, 2.954], [-6.808, -8.832, -1.481], [-2.753, -5.996, -0.465], [3.381, 3.949, 1.699]],
  "forces_ev_per_angstrom": [[0.0, 0.0, -0.1], [0.0, 0.1, 0.0], [0.1, 0.0, 0.0], [-0.3, 0.1, 0.4], [0.0, 0.0, 0.0], [0.0, -0.1, -0.2], [-0.2, -0.1, 0.5], [0.3, -0.2, 0.6], [-0.1, 0.0, -0.1], [0.0, 0.0, 0.1], [0.1, 0.0, 0.1], [0.0, 0.1, 0.0], [0.1, 0.0, -0.1], [0.0, 0.0, 0.0], [-0.2, 0.1, -0.2], [0.0, 0.0, 0.0], [-0.1, -0.2, -0.1], [-0.1, 0.1, 0.1], [0.0, 0.0, 0.0], [-0.1, -0.1, -0.1], [0.1, -0.1, 0.1], [-0.1, 0.0, 0.0], [0.0, -0.1, 0.1], [0.3, -0.2, -0.3], [0.0, 0.0, 0.0], [0.1, 0.0, -0.1], [0.1, -0.1, -0.1], [-0.1, 0.1, 0.1], [0.0, 0.0, 0.1], [0.0, 0.0, 0.0], [0.0, 0.0, -0.1], [-0.5, 0.0, -0.5], [0.3, 0.0, 0.0], [0.0, 0.0, 0.0], [0.0, 0.0, -0.3], [-0.1, 0.1, -0.4], [-0.1, 0.0, -0.1], [-0.1, 0.0, 0.0], [0.0, 0.2, -0.1], [0.0, 0.0, -0.4], [-1.2, 0.2, 0.6], [0.0, 0.0, 0.0], [-0.1, 0.0, 0.1], [0.0, -0.1, 0.0], [-0.1, 0.1, -0.1], [0.0, -0.1, 0.0], [0.1, 0.1, 0.2], [0.0, 0.0, 0.0], [0.0, 0.0, 0.0], [0.2, -0.3, 0.2], [0.2, -0.1, -0.1], [0.0, 0.1, -0.1], [-0.1, 0.0, 0.3], [0.0, 0.0, 0.2], [-0.1, 0.1, 0.1], [-0.1, -0.1, 0.2], [-0.1, -0.1, 0.1], [-0.1, 0.1, 0.1], [0.1, 0.3, 0.1], [0.0, -0.1, 0.1], [-0.2, -0.2, 0.0], [0.1, 0.2, 0.2], [0.2, 0.0, 0.1], [-0.1, 0.1, 0.1], [-0.1, 0.6, 0.1], [0.2, 0.3, -0.7], [0.0, 0.0, 0.0], [0.0, 0.0, 0.0], [-0.3, -0.2, 0.1], [0.1, 0.0, 0.0], [-0.1, -0.3, 0.0], [0.1, 0.1, 0.1], [-0.2, 0.0, 0.1], [0.1, -0.1, 0.1], [0.2, 0.2, 0.2], [0.0, 0.0, 0.0], [-0.2, -0.1, -0.2], [0.1, 0.0, -0.1], [0.1, 0.1, 0.2], [-0.1, -0.1, -0.2], [-0.1, 0.0, -0.2], [0.4, -0.3, -0.8], [0.1, 0.0, 0.0], [0.1, 0.1, 0.1], [0.0, 0.0, 0.0], [0.0, 0.1, 0.0], [0.0, 0.0, 0.0], [0.0, 0.1, 0.0], [0.2, -0.1, 0.0], [-0.2, 0.1, 0.0], [0.0, 0.0, 0.0], [-0.4, -0.3, -0.1], [0.1, 0.1, -0.4], [0.0, 0.0, 0.0], [0.5, 0.1, 0.2], [1.6, -0.5, 0.1]],
  "mulliken_charge": [0.324, 0.667, 0.159, 0.268, 0.122, 0.153, -0.659, -0.858, 0.194, 0.224, 0.198, -0.650, -0.684, 0.222, 0.140, 0.188, 0.305, 0.487, 0.153, 0.355, 0.386, -0.354, 0.554, -1.479, 0.160, -0.391, -0.109, 0.251, 0.173, 0.156, -0.392, -1.094, 0.030, 0.239, 0.146, 0.244, -0.366, 0.587, -0.659, -0.866, -0.393, -0.682, 0.395, -0.384, 0.381, -0.406, 0.712, 0.196, 0.215, -0.828, -0.358, -0.401, 0.164, 0.303, 0.431, 0.592, 0.388, 0.315, 0.331, 0.394, -0.241, -0.120, -0.334, 0.145, 0.276, -0.552, 0.201, 0.158, -0.777, 0.203, -0.674, 0.176, 0.283, 0.680, 0.445, 0.152, -0.239, -0.196, 0.481, -0.256, 0.099, -0.006, 0.349, 0.125, 0.114, 0.167, -0.637, 0.553, 0.321, -0.237, 0.217, -0.418, -1.182, 0.213, -0.260, -0.116],
  "gap_ev": 4.41,
  "e_homo_ev": -2.98,
  "total_charge": -1
}

---

{
  "formula": "C33H39F9LiO30",
  "method": "the ωB97M-V functional and the def2-TZVPD basis",
  "elements": ["H", "O", "C", "O", "O", "F", "H", "O", "F", "H", "O", "F", "C", "C", "O", "H", "O", "H", "H", "C", "H", "H", "F", "C", "H", "H", "C", "O", "O", "C", "H", "C", "H", "H", "O", "C", "C", "O", "O", "O", "O", "C", "O", "C", "O", "H", "O", "H", "C", "C", "C", "H", "F", "H", "O", "H", "H", "C", "O", "O", "H", "O", "H", "F", "H", "H", "F", "C", "H", "O", "C", "H", "O", "H", "O", "C", "F", "H", "H", "C", "H", "H", "H", "O", "F", "C", "H", "C", "C", "C", "C", "C", "H", "C", "C", "C", "O", "O", "H", "O", "H", "C", "Li", "H", "H", "O", "H", "O", "C", "C", "H", "C"],
  "coordinates": [[-4.470, 2.185, 0.636], [-3.058, 4.216, 4.062], [0.377, 1.928, 0.705], [1.816, -1.170, 7.006], [1.027, -6.793, 1.228], [3.969, -0.699, 2.481], [-2.579, 0.620, -3.632], [-0.829, 1.121, -1.206], [-1.370, 1.844, 5.149], [2.775, -1.866, 5.313], [2.036, -2.763, -1.892], [-2.207, 2.554, -4.423], [-0.630, 4.320, -3.753], [0.742, 3.085, -5.068], [-0.901, -6.600, -0.080], [-0.253, 2.763, 0.954], [1.724, 2.802, -5.756], [-3.455, 0.046, 2.106], [-1.045, 2.221, -2.760], [-3.761, 2.772, -1.314], [2.891, -0.132, 5.656], [-1.083, 1.819, 3.131], [5.617, 1.261, -4.521], [-2.339, -0.392, -3.950], [-3.106, -0.940, -0.249], [1.380, 2.340, 0.969], [-1.686, 2.392, 3.860], [0.025, -0.489, 5.916], [3.825, 3.458, 2.523], [-1.277, -5.764, -1.165], [3.831, -3.604, -2.346], [-2.434, 4.233, -0.281], [-3.364, 2.005, -1.970], [-3.465, -2.584, 0.478], [-0.043, -0.703, 8.192], [-2.271, -2.347, -2.841], [2.226, -0.989, 5.669], [-3.099, -1.305, -3.214], [0.162, 0.784, 1.363], [-2.954, 3.905, -1.479], [3.044, 1.325, 2.656], [-3.713, 3.133, 3.706], [-0.992, -2.140, -3.228], [-0.946, -0.761, -3.590], [0.349, 4.341, -4.819], [-4.583, -1.260, 2.207], [-1.620, -1.732, 0.817], [-0.507, -0.173, -2.763], [-2.578, -1.778, 2.954], [-1.005, 2.803, -3.682], [3.085, 0.194, 1.835], [3.905, 2.173, -5.115], [4.747, -2.520, -0.216], [-1.462, 4.987, -4.061], [-4.921, 3.092, 3.419], [-1.472, 4.385, 2.874], [-0.037, -4.146, -1.980], [1.685, -2.250, -0.732], [0.007, 2.079, -4.410], [0.722, -5.040, -0.210], [4.425, 1.486, -2.305], [0.685, -1.618, -0.489], [-2.563, -1.290, 3.963], [0.525, -2.166, 4.553], [-2.933, -2.831, 3.071], [-1.123, 4.318, 4.683], [-2.604, -0.554, -5.285], [3.333, -0.714, -4.140], [-2.361, -5.774, -1.135], [3.217, -0.068, -2.924], [4.200, 1.312, -4.508], [0.318, 2.842, -1.277], [-2.936, 2.033, 3.566], [1.242, 1.326, -1.157], [4.171, 1.920, 0.791], [3.616, 0.643, 0.480], [-5.085, 3.053, -1.490], [-2.802, 1.512, 0.194], [0.805, -0.194, 4.108], [-3.507, 2.333, 0.153], [-0.224, -0.813, -4.385], [3.801, -4.190, 0.503], [4.338, -0.101, 0.087], [3.205, -1.878, -4.279], [-0.895, -6.435, -2.349], [0.367, -6.223, 0.378], [2.720, 0.814, -0.166], [-3.054, -1.592, 0.621], [-1.246, -1.765, 2.166], [3.558, -3.366, -0.171], [0.875, -0.929, 4.951], [-1.720, 3.923, 3.853], [2.536, -4.779, -1.617], [0.266, 1.800, -0.824], [3.715, 1.319, -3.074], [0.555, -0.805, 7.146], [-1.793, 5.255, -0.113], [2.461, -2.682, 0.360], [-0.693, -0.835, 2.257], [-2.771, 3.440, 0.730], [-0.137, 4.760, -2.903], [3.027, -3.759, -1.600], [-0.441, -0.291, 0.173], [2.909, 2.025, -2.914], [2.113, -0.280, 1.815], [3.639, 0.190, -5.131], [-0.517, -2.591, 2.307], [-2.670, -3.353, -2.381], [3.699, 2.384, 2.057], [-0.417, -4.448, -1.019], [-0.763, -3.587, -0.481], [-3.520, -1.023, 1.990]],
  "forces_ev_per_angstrom": [[0.2, 0.0, 0.4], [-1.1, -0.2, 0.4], [1.4, 1.2, -0.6], [0.6, -0.5, 0.9], [-1.6, 1.1, -2.2], [-0.2, 0.3, -0.5], [-0.3, -0.2, -0.4], [-1.2, -0.9, -0.3], [-0.2, 1.1, -1.1], [-0.1, 0.1, 0.2], [0.3, -0.1, 1.2], [1.0, 0.8, 0.8], [-0.6, -0.4, -0.9], [2.8, -1.9, -1.5], [1.6, 0.7, 0.1], [-1.1, 0.6, 0.6], [-2.5, 0.7, 1.5], [0.5, 0.4, -0.2], [-0.5, 0.5, 0.7], [0.9, -1.1, 1.3], [-0.3, 0.3, -0.5], [0.7, 0.8, 0.4], [-1.2, -0.4, -0.1], [0.1, 0.6, 0.3], [-0.7, -0.1, 0.0], [0.1, 0.2, -0.4], [2.9, -1.3, 0.2], [-0.8, -0.2, 1.6], [0.3, -0.1, -0.3], [0.6, -0.3, 0.1], [-0.5, -0.5, 0.3], [1.4, 3.6, 1.2], [-0.7, 0.0, -0.6], [-0.3, -0.1, -0.4], [0.9, -0.3, -1.7], [0.4, 0.3, -1.6], [0.3, -0.7, -0.7], [0.5, -0.7, 0.5], [-0.4, -0.8, 1.4], [-0.4, -0.4, 0.2], [0.3, 0.8, -0.6], [-5.9, -0.7, -1.7], [-1.9, 0.0, 1.1], [2.6, 0.0, -0.2], [-0.3, -1.2, 0.1], [0.6, 0.0, -0.2], [-0.8, -0.5, -2.0], [-0.7, -0.1, -0.1], [0.0, -0.1, 0.4], [-0.4, -0.9, -1.0], [0.4, -0.8, 0.8], [0.2, -0.1, 0.3], [-2.1, -1.2, -0.2], [0.3, -0.8, 0.3], [3.3, 0.2, 1.1], [0.4, -0.6, 0.6], [0.2, -0.1, -0.3], [-2.0, 0.3, 2.2], [0.4, 3.7, -0.5], [-1.0, -0.3, -0.3], [1.1, 0.1, 0.3], [1.7, -0.4, -1.1], [0.3, -0.5, -0.9], [-0.3, -0.9, -0.4], [0.2, 0.7, 0.0], [0.0, 0.0, -0.4], [-0.1, 0.0, 0.1], [0.2, 1.1, 1.1], [0.1, 0.7, -0.3], [0.5, 0.5, -1.0], [0.7, 1.2, -0.7], [0.1, -0.3, 0.4], [-2.3, 0.5, 0.1], [-0.4, -0.1, -0.2], [0.1, 1.2, 1.3], [-1.1, 0.1, 0.7], [0.4, 0.1, -0.4], [-0.2, -0.5, -0.1], [0.2, -0.9, 0.4], [0.1, 0.3, -0.5], [0.0, 0.8, -0.8], [0.1, 0.1, -0.3], [-0.3, 0.8, 0.1], [-0.2, -0.4, -0.4], [-0.2, 0.8, 0.9], [0.2, 0.2, 1.0], [0.9, -0.4, 0.2], [1.1, 0.8, 1.5], [0.3, 0.1, 1.1], [0.2, 0.1, -0.4], [1.3, 2.3, -1.4], [2.4, 0.2, -0.1], [0.8, 1.3, 0.1], [1.5, 0.9, 0.0], [-1.4, -1.6, -0.6], [-1.8, 0.7, 1.6], [-0.6, -1.7, -0.5], [0.6, 0.7, -1.9], [0.1, 0.2, 1.0], [-0.9, -0.5, -0.9], [-0.1, -0.3, 0.7], [1.6, -0.3, -0.1], [-0.6, -0.1, -0.8], [-0.4, -0.1, -0.1], [-0.2, 0.1, 0.0], [0.6, -0.3, 1.2], [-0.8, 0.2, 0.2], [-0.6, -1.1, 1.1], [-0.1, -2.1, -1.5], [0.6, -2.9, 0.6], [-0.7, 0.0, 0.4], [-0.8, -1.2, -0.2]],
  "mulliken_charge": [0.582, -0.343, 0.304, -0.355, -0.576, -0.484, -0.462, 0.141, -0.342, 0.318, -0.076, -0.394, -0.319, 0.419, -0.394, 0.006, -0.626, -0.461, -0.892, 1.188, 0.246, -0.970, -0.377, 1.370, 0.105, -0.343, 1.494, -0.299, -0.516, 0.351, 0.458, 0.459, -0.336, 0.219, -0.582, 0.352, -0.264, -0.322, -0.453, -0.358, -0.490, 0.589, -0.197, 0.452, -0.331, 0.501, 0.100, -0.754, -0.633, 1.536, 1.335, 0.306, -0.386, 0.291, -0.636, 0.178, 0.150, -0.452, -0.176, -0.300, 0.342, 1.115, 0.359, -0.300, 0.270, 0.392, -0.442, 0.378, 0.358, 0.138, 0.139, -0.310, -0.242, -2.595, -0.500, 1.000, -0.423, -0.718, -0.178, 0.375, 0.431, 0.360, 0.524, -0.517, -0.353, 0.500, -0.925, -0.259, 0.553, 0.090, 0.920, -0.214, 0.113, 1.604, -0.119, 0.501, -0.660, -0.332, -0.839, -0.114, 0.282, -0.414, 0.625, -0.008, -0.585, -0.345, 0.309, -0.459, 0.500, 0.827, -0.766, 0.062],
  "gap_ev": 7.69,
  "e_homo_ev": -5.63,
  "total_charge": -1
}